(1)
A cluster of 2 separate species, C2H7S2 in total at a distorted geometry, computed with ωB97M-V/def2-TZVPD.

```
11
Properties=species:S:1:pos:R:3
C 1.46763 -0.04751 2.11035
S 0.67199 1.27865 1.24515
H 1.23860 -1.05328 1.70184
H 2.57338 -0.14203 2.09219
H 1.24941 -0.06085 3.18302
H 0.34761 0.65861 -0.70494
C -1.65368 -0.10122 -1.93248
S 0.10712 -0.44422 -1.62542
H -1.73447 0.95777 -1.71929
H -1.87047 -0.36043 -2.97015
H -2.39711 -0.68548 -1.38027
```

DFT total energy = -876.7764 Eh
E_LUMO = 3.7247 eV
F_max = 2.1 eV Å⁻¹
Charge = -1

Results of the Mulliken charge analysis, in e, for atoms 1 through 5: -0.802, -0.612, 0.220, 0.228, 0.230

(2)
A structure of composition C18H27N2O6P2Sm at a distorted geometry, computed with ωB97M-V/def2-TZVPD.

```
56
Properties=species:S:1:pos:R:3
Sm 0.32021 -0.31000 0.46951
P -2.78938 0.12814 -0.65743
C -2.20902 0.96241 -2.18352
C -0.77274 1.32539 -2.54078
N 0.32472 0.96734 -1.80784
C 1.54282 1.37068 -2.27682
C 1.70201 2.13581 -3.42181
C 0.58379 2.50869 -4.15830
C -0.65601 2.07860 -3.69780
C 2.82533 1.06848 -1.51035
P 2.94038 -0.54493 -0.59676
H -1.56568 2.33678 -4.24863
H 2.71438 2.43455 -3.72137
H 0.68701 3.11376 -5.05392
H 3.66714 1.06895 -2.22215
H 2.99814 1.86965 -0.76751
H -2.62685 0.37456 -2.98737
H -2.77581 1.91102 -2.18682
H -2.01340 -4.51829 -3.51832
O -1.52039 -4.32562 -4.31351
H -0.91558 -3.61505 -4.05582
H -2.02606 -0.97937 -0.10323
O -0.65445 -2.13947 0.66696
H -0.71111 -3.08685 0.89848
C 3.41093 -1.68912 -1.94208
H 4.41720 -1.45855 -2.32162
H 3.39864 -2.71316 -1.53848
H 2.68160 -1.61703 -2.76112
C 4.50505 -0.37670 0.33557
H 4.50631 -1.15265 1.11444
H 5.38656 -0.51563 -0.30830
H 4.55517 0.60314 0.83208
C -3.22490 1.50087 0.44049
H -4.31525 1.66161 0.42532
H -2.87978 1.28546 1.45663
H -2.74202 2.42212 0.08287
C -4.31207 -0.78409 -1.00778
H -4.71301 -1.13824 -0.04714
H -5.06777 -0.16613 -1.51270
H -4.05877 -1.64653 -1.63926
O 1.25765 -0.16889 2.60204
C 0.22204 0.49764 3.00977
O -0.67026 0.88672 2.15028
C 0.03719 0.80094 4.42984
C -0.60987 1.98908 4.79095
C -0.62632 2.36415 6.12327
C -0.04583 1.52157 7.09816
C 0.57548 0.30943 6.72438
C 0.61457 -0.04690 5.38682
N -0.13991 1.86024 8.47566
O -0.70844 2.92885 8.80080
O 0.35486 1.07255 9.31670
H -1.07970 2.60689 4.02527
H -1.08003 3.29653 6.43787
H 1.02093 -0.32574 7.48728
H 1.08829 -0.97697 5.06483
```

DFT total energy = -2603.1859 Eh
E_LUMO (spin up / spin down) = -6.6846 / -6.3906 eV
F_max = 4.3 eV Å⁻¹
Spin multiplicity = 6
Charge = +2

Results of the Mulliken charge analysis, in e, for atoms 1 through 5: 1.085, 0.755, -1.186, 0.479, 0.106

(3)
A cluster of 10 separate species, C4H27NO10S in total at a distorted geometry, computed with ωB97M-V/def2-TZVPD.

```
43
Properties=species:S:1:pos:R:3
C -3.26629 0.97761 -0.04535
C -2.79392 -0.41359 0.38905
C -2.44686 -1.27125 -0.71248
S -4.03334 -1.96435 -1.51907
C -2.05203 1.98108 -0.08575
N -2.33335 3.01341 -0.92166
O -1.04006 1.78381 0.59623
H -3.96363 1.41847 0.69503
H -3.80453 0.93643 -1.04109
H -2.22220 -0.35355 1.23984
H -3.74101 -0.80142 0.97885
H -2.04895 -0.67854 -1.72749
H -1.77726 -2.23651 -0.62550
H -3.28761 -2.90263 -2.35331
H -1.69212 3.77431 -0.83342
H -3.14266 3.20674 -1.36457
H 1.62486 -2.81762 2.95029
H 0.40148 -2.09150 2.52697
O 0.69324 -2.85555 3.16637
H 0.65045 -3.00959 -2.37957
H 1.34253 -3.38594 -1.17438
O 0.95123 -3.85217 -1.95972
H 3.17354 1.07601 1.89078
H 4.59920 0.44821 2.05128
O 3.80215 0.52850 1.57828
H 2.94284 -0.72436 -0.79958
H 2.67685 0.66050 -0.55146
O 3.00213 0.08823 -1.25193
H 1.03438 -3.10245 0.98866
H 2.13010 -2.22157 1.14803
O 1.88178 -3.12129 0.77510
H 2.07922 4.51419 -0.36877
H 0.87952 3.87110 -1.11697
O 1.63661 3.66307 -0.61762
H 1.09415 -0.53780 -2.74442
H 2.11725 -1.08883 -4.02404
O 1.24989 -1.21349 -3.51756
H 0.11041 2.50266 2.39316
H 1.10132 3.33604 1.23968
O 0.98853 2.85565 2.08700
H 0.78082 -0.01477 2.42090
H 0.19234 0.39238 1.03734
O 0.50897 -0.36959 1.58287
```

DFT total energy = -1373.8511 Eh
E_LUMO = -0.2494 eV
F_max = 7.0 eV Å⁻¹

Results of the Mulliken charge analysis, in e, for atoms 1 through 5: -0.778, -0.768, -0.404, -0.211, 0.461

(4)
A structure of composition CH2ClNO2S2 at a distorted geometry, computed with ωB97M-V/def2-TZVPD.

```
9
Properties=species:S:1:pos:R:3
C 0.97523 0.27057 -0.19251
N 1.13084 -0.05816 -1.33124
O -2.32310 2.16019 -0.14050
O -2.52288 1.22399 2.05796
S 0.75947 0.92110 1.19645
S -1.80171 2.11633 1.21097
Cl -0.52018 -1.71839 2.14660
H 1.10142 -1.02662 -1.65376
H -1.64498 -1.92842 1.59365
```

DFT total energy = -1501.0765 Eh
E_LUMO = -0.7211 eV
F_max = 2.1 eV Å⁻¹

Results of the Mulliken charge analysis, in e, for atoms 1 through 5: 0.573, -0.398, -0.403, -0.375, -0.399

Q: Which formula does entry 4 have?
A: CH2ClNO2S2

Q: Which of these has the highest DFT total energy?
A: C2H7S2

Q: F_max of number 2 (C18H27N2O6P2Sm)?
A: 4.3 eV Å⁻¹

Q: Which value of F_max does entry 3 give?
A: 7.0 eV Å⁻¹